Entry 1:
Computed, not measured: a structure of composition C31H22BrN8O4S2Tc at a distorted geometry, with the ωB97M-V functional and the def2-TZVPD basis.

Each line ends with the Mulliken spin population.
Element x y z (Å)
Tc1 -0.091 -0.792 -0.115  2.636
O1 0.065 -4.531 -1.818  0.063
C1 0.054 -3.347 -1.547  0.009
N1 0.099 -2.785 -0.303  0.010
C2 0.262 -3.528 0.898  0.024
C3 0.641 -4.860 1.018  0.009
C4 0.766 -5.403 2.292  0.005
C5 0.506 -4.641 3.420  0.007
C6 0.121 -3.310 3.305  0.013
C7 0.012 -2.756 2.042  0.017
N2 -0.458 -1.455 1.740  0.047
C8 -1.645 -1.055 2.320  -0.048
O2 -1.964 -1.154 3.478  0.049
C9 -2.625 -0.599 1.264  0.059
C10 -3.919 -0.239 1.565  0.001
C11 -4.786 0.048 0.523  0.012
C12 -4.330 -0.046 -0.783  -0.005
C13 -3.014 -0.404 -1.008  0.026
N3 -2.185 -0.685 -0.002  -0.027
C14 0.107 -2.314 -2.644  0.016
C15 0.174 -2.700 -3.967  -0.006
C16 0.322 -1.720 -4.936  0.014
C17 0.405 -0.393 -4.543  -0.006
C18 0.316 -0.080 -3.198  0.016
N4 0.166 -1.026 -2.264  -0.044
H1 0.811 -5.462 0.140  0.001
H2 1.057 -6.440 2.396  0.000
H3 0.602 -5.082 4.403  0.001
H4 -0.091 -2.708 4.176  0.000
H5 -4.219 -0.208 2.603  0.000
H6 -5.808 0.338 0.725  0.000
H7 -4.977 0.160 -1.623  0.000
H8 -2.607 -0.472 -2.008  -0.001
H9 0.119 -3.754 -4.199  0.001
H10 0.380 -1.989 -5.982  0.000
H11 0.531 0.401 -5.265  0.001
H12 0.356 0.938 -2.835  0.004
N5 3.007 -2.298 -1.048  0.008
C19 3.075 -1.085 -0.463  0.008
N6 2.082 -0.452 0.146  -0.020
C20 2.540 0.718 0.728  0.019
C21 3.836 1.015 0.446  0.002
S1 4.570 -0.220 -0.478  0.001
C22 1.711 1.513 1.622  0.009
C23 2.164 2.616 2.313  0.002
S2 0.897 3.292 3.233  0.006
C24 -0.162 2.036 2.633  -0.008
N7 0.404 1.188 1.830  0.037
N8 -1.463 1.981 2.999  0.002
H13 2.341 -2.951 -0.669  0.003
H14 3.869 -2.700 -1.378  -0.001
H15 4.405 1.872 0.752  0.001
H16 3.143 3.059 2.337  0.000
H17 -1.846 2.774 3.484  -0.001
H18 -2.085 1.546 2.329  0.004
Br1 3.429 4.903 -1.815  0.000
C25 1.617 4.833 -1.257  0.001
C26 0.904 6.006 -1.073  0.000
C27 -0.415 5.929 -0.642  0.001
C28 -0.998 4.700 -0.375  -0.001
C29 -0.269 3.533 -0.565  -0.010
C30 1.041 3.597 -1.027  0.001
C31 -0.868 2.206 -0.197  0.038
O3 -1.877 2.139 0.483  0.011
O4 -0.186 1.186 -0.645  -0.014
H19 1.369 6.962 -1.264  0.000
H20 -0.981 6.840 -0.502  0.000
H21 -2.014 4.629 -0.012  0.000
H22 1.604 2.688 -1.193  -0.002

Values from the calculation:
* electronic energy: -146524.8233 eV
* M: 812.61 g/mol
* spin multiplicity: 4
* orbital gap (spin up / spin down): 7.11 / 5.81 eV
* net charge: +1

***

Entry 2:
Computed, not measured: a structure of composition C31H22Cl4CrF9N2O2PSSi, with the ωB97M-V functional and the def2-TZVPD basis.

Each line ends with the Mulliken spin population.
Element x y z (Å)
Cr1 -0.662 1.880 0.866  1.176
Cl1 4.362 7.041 0.167  0.000
C1 3.282 5.695 0.120  -0.002
C2 3.555 4.623 -0.743  0.000
C3 2.712 3.539 -0.809  -0.013
C4 1.570 3.486 -0.002  0.008
O1 0.763 2.438 -0.107  -0.022
C5 1.303 4.559 0.870  0.009
C6 0.150 4.547 1.709  -0.006
O2 -0.657 3.604 1.792  0.001
C7 2.168 5.670 0.914  0.000
H1 4.441 4.662 -1.362  0.000
H2 2.913 2.713 -1.478  -0.001
H3 -0.051 5.427 2.327  0.000
H4 1.949 6.496 1.579  0.000
S1 -1.715 0.903 2.723  -0.032
C8 -3.004 -0.197 2.407  -0.003
N1 -4.006 -0.011 1.569  0.006
C9 -5.013 -1.070 1.665  0.001
C10 -4.488 -1.927 2.838  0.001
N2 -3.184 -1.311 3.104  -0.001
H5 -4.129 0.843 1.042  0.002
H6 -5.062 -1.630 0.732  0.000
H7 -5.991 -0.642 1.871  0.000
H8 -4.371 -2.972 2.565  -0.001
H9 -5.125 -1.861 3.719  0.000
H10 -2.539 -1.609 3.815  0.000
Cl2 -1.785 3.890 -1.936  -0.008
Si1 -2.403 2.403 -0.655  -0.081
Cl3 -4.054 3.170 0.350  -0.008
Cl4 -3.235 0.898 -1.822  -0.004
F1 -1.818 -6.522 1.538  0.000
C11 -2.585 -5.454 1.780  -0.001
F2 -2.760 -5.386 3.118  0.000
F3 -3.789 -5.678 1.235  0.000
C12 -1.959 -4.184 1.269  0.000
C13 -0.753 -3.772 1.819  0.001
C14 -0.159 -2.602 1.376  0.000
C15 -0.771 -1.833 0.388  0.003
C16 -1.983 -2.255 -0.154  -0.002
C17 -2.572 -3.434 0.277  0.000
P1 -0.049 -0.260 -0.186  -0.023
C18 1.701 -0.330 0.336  -0.014
C19 2.009 0.015 1.655  0.014
C20 3.324 0.081 2.080  0.003
C21 4.346 -0.190 1.181  0.000
C22 4.056 -0.537 -0.129  -0.001
C23 2.736 -0.603 -0.551  0.002
C24 5.778 -0.140 1.651  0.000
F4 6.624 0.109 0.642  0.000
F5 5.956 0.814 2.578  0.000
F6 6.144 -1.308 2.205  0.000
C25 0.016 -0.440 -1.992  -0.005
C26 -0.020 0.702 -2.786  0.002
C27 0.069 0.600 -4.165  0.002
C28 0.197 -0.649 -4.752  0.000
C29 0.242 -1.796 -3.972  0.001
C30 0.153 -1.691 -2.594  0.000
C31 0.243 -0.768 -6.255  -0.001
F7 0.792 0.317 -6.820  0.000
F8 -0.995 -0.902 -6.762  0.000
F9 0.953 -1.836 -6.645  0.000
H11 -0.271 -4.372 2.581  0.000
H12 0.793 -2.302 1.795  0.000
H13 -2.464 -1.671 -0.929  -0.004
H14 -3.500 -3.772 -0.163  0.000
H15 1.217 0.227 2.367  0.000
H16 3.556 0.353 3.100  0.000
H17 4.859 -0.745 -0.823  0.000
H18 2.523 -0.855 -1.581  0.000
H19 -0.110 1.679 -2.331  -0.001
H20 0.036 1.489 -4.779  0.000
H21 0.351 -2.766 -4.438  0.000
H22 0.193 -2.589 -1.991  0.000

Values from the calculation:
* electronic energy: -170551.7925 eV
* M: 910.45 g/mol
* spin multiplicity: 2
* orbital gap (spin up / spin down): 7.48 / 7.84 eV
* net charge: +1

***

Entry 3:
Computed, not measured: a structure of composition C31H22IrN2O4S at a distorted geometry, with the ωB97M-V functional and the def2-TZVPD basis.

Each line ends with the Mulliken spin population.
Element x y z (Å)
Ir1 0.084 0.598 0.070  2.318
O1 2.022 7.112 0.679  0.397
C1 1.999 6.872 -0.515  0.044
O2 2.196 7.382 -1.602  0.337
C2 1.433 5.347 -0.709  0.198
C3 2.260 4.407 -1.286  -0.027
C4 1.790 3.105 -1.347  0.035
N1 0.602 2.752 -0.854  0.061
C5 -0.181 3.690 -0.328  0.041
C6 0.181 5.029 -0.242  -0.023
C7 -1.488 3.235 0.342  0.002
O3 -2.466 3.959 0.267  0.030
O4 -1.362 2.108 0.931  0.094
H1 3.229 4.664 -1.688  0.007
H2 2.383 2.329 -1.811  -0.006
H3 -0.506 5.740 0.193  0.008
C8 -1.532 -2.733 -0.689  0.004
C9 -0.123 -2.928 -0.193  0.001
C10 0.278 -4.270 0.012  -0.004
C11 1.538 -4.553 0.431  0.001
C12 2.429 -3.489 0.680  -0.012
C13 3.744 -3.726 1.128  0.040
C14 4.587 -2.677 1.363  -0.021
C15 4.136 -1.366 1.170  0.031
C16 2.850 -1.094 0.750  0.022
S1 2.396 0.578 0.573  0.259
C17 1.956 -2.167 0.472  0.007
N2 0.690 -1.912 0.022  0.061
H4 -2.054 -3.677 -0.532  0.001
H5 -1.534 -2.565 -1.767  0.006
H6 -3.402 -1.888 -0.214  0.047
H7 -0.435 -5.062 -0.171  0.001
H8 1.868 -5.573 0.579  0.000
H9 4.065 -4.749 1.280  0.002
H10 5.599 -2.850 1.705  -0.001
H11 4.798 -0.530 1.356  0.001
C18 -0.930 1.612 -4.097  0.227
C19 -0.358 0.401 -3.726  -0.130
C20 -0.731 -0.237 -2.559  0.299
C21 -1.722 0.326 -1.693  -0.160
C22 -2.285 1.574 -2.109  0.246
C23 -1.899 2.190 -3.272  -0.094
C24 -2.198 -0.228 -0.470  0.496
C25 -2.354 -1.641 0.010  0.032
C26 -2.219 -1.774 1.522  -0.053
C27 -1.421 -0.923 2.276  0.122
C28 -1.293 -1.074 3.647  0.023
C29 -1.968 -2.099 4.292  0.004
C30 -2.762 -2.965 3.553  0.000
C31 -2.889 -2.801 2.183  0.003
H12 -0.637 2.100 -5.017  0.012
H13 0.403 -0.047 -4.353  -0.003
H14 -0.249 -1.170 -2.311  0.012
H15 -3.030 2.037 -1.474  0.001
H16 -2.347 3.135 -3.550  -0.001
H17 -2.888 0.425 0.055  0.001
H18 -0.879 -0.098 1.794  0.000
H19 -0.674 -0.385 4.208  -0.002
H20 -1.886 -2.215 5.364  0.001
H21 -3.293 -3.767 4.052  0.000
H22 -3.526 -3.475 1.619  0.001

Values from the calculation:
* electronic energy: -57344.6014 eV
* M: 710.81 g/mol
* spin multiplicity: 6
* orbital gap (spin up / spin down): 6.62 / 4.60 eV

***

Energy above the lowest of the compared OMol25 structures with the same formula, charge and spin values, unit eV, following the record order: 0.000, 0.000, 0.097.